Record 1
Density functional theory data (the ωB97M-V functional and the def2-TZVPD basis) for an isolated molecule of C7H8N2O.

Each line ends with the Löwdin charge.
Positions of all 18 atoms, in Å:
C -2.96185 1.68623 -0.37506  0.000
C -1.52851 1.49677 0.15705  -0.491
O -0.94337 2.31137 0.83195  0.088
N -0.95789 0.31292 -0.31208  0.113
C 0.25355 -0.22434 0.04668  -0.309
C 0.83004 -1.25938 -0.75109  -0.088
C 1.98872 -1.83536 -0.49204  -0.086
C 2.74628 -1.23952 0.62238  -0.037
C 2.08283 -0.26951 1.36134  -0.172
N 0.97293 0.25598 1.02987  0.134
H -3.31313 2.42374 0.25448  0.044
H -3.59270 0.72070 -0.16218  0.120
H -2.99661 1.92614 -1.40816  0.066
H -1.54716 -0.32606 -0.92565  0.170
H 0.22952 -1.65857 -1.75858  0.159
H 2.47159 -2.58361 -1.33365  0.160
H 3.52596 -1.63260 0.97761  0.009
H 2.73980 -0.10488 2.23712  0.120

Computed properties:
LUMO level   0.680 eV
Kohn-Sham gap   9.34 eV
Relative energy (zero: lowest compared OMol25 entry of this formula, charge and spin)   40.7 kcal per mole


Record 2
Density functional theory data (the ωB97M-V functional and the def2-TZVPD basis) for a structure of composition C11H10N3O3PmS2.

Each line ends with the Löwdin charge.
Positions of all 30 atoms, in Å:
Pm -2.01261 0.08332 0.23641  1.724
N 0.40065 -0.92853 0.92386  -0.101
C 0.62512 -2.16195 1.73041  -0.127
C -0.82971 -2.83916 1.78030  -0.542
O -0.96826 -3.93252 2.29482  0.027
N -1.86387 -2.05973 1.29958  -0.154
C -3.18253 -2.84535 1.41398  -0.109
C -4.13040 -2.26793 0.37835  -0.576
O -4.98734 -2.93657 -0.11164  0.113
O -3.81852 -0.98167 0.03232  -0.337
H 0.15920 -1.27785 0.01196  0.037
H 1.24503 -0.31560 0.86435  0.063
H 0.88783 -1.89300 2.77163  0.122
H 1.30344 -2.92091 1.36744  0.108
H -3.62412 -2.93224 2.37568  0.114
H -2.95313 -3.85327 1.05134  0.123
S -2.54173 1.49129 -2.28626  0.498
C -0.92279 1.89662 -2.00774  -1.255
N -0.02180 1.11412 -1.44994  -0.092
C 1.18369 1.78627 -1.24994  -0.337
C 2.34768 1.24201 -0.76891  -0.045
C 3.47725 2.01481 -0.59128  -0.077
C 3.45749 3.31755 -1.05837  -0.115
C 2.36194 3.90186 -1.63626  -0.073
C 1.22470 3.07444 -1.77883  -0.455
S -0.36107 3.49426 -2.36986  1.034
H 2.36646 0.26526 -0.33077  0.084
H 4.37317 1.64616 -0.09485  0.112
H 4.35871 3.88267 -0.78953  0.113
H 2.44551 4.93563 -2.00825  0.120

Computed properties:
LUMO level (spin up / spin down)   -1.421 / -1.314 eV
Kohn-Sham gap (spin up / spin down)   7.22 / 7.33 eV
Expectation value of S²   6.007
Relative energy (zero: lowest compared OMol25 entry of this formula, charge and spin)   11.4 kcal per mole
2S+1   5


Record 3
Density functional theory data (the ωB97M-V functional and the def2-TZVPD basis) for a structure of composition C55H78BFI2N8O7.

Each line ends with the Löwdin charge.
Positions of all 152 atoms, in Å:
C 0.29743 1.32827 1.60922  -0.164
C 0.39422 0.03295 2.56667  -0.665
I 1.68320 0.28670 4.37581  0.710
C -0.30095 -1.22316 2.21593  -0.503
I 0.16400 -2.80425 3.74284  0.825
C -1.22239 -1.61787 0.96005  -0.319
C -1.66952 -0.50555 -0.14325  -0.103
C -2.86468 -0.97687 -1.17703  -0.139
C -2.70325 0.01260 -2.51502  -0.096
C -4.08933 0.17765 -3.37442  -0.233
O -4.46590 -0.61295 -4.40934  -0.046
O -5.02433 1.30648 -3.06333  -0.019
O -2.32575 -2.52508 1.12522  -0.104
C -3.41015 -2.33425 1.98920  -0.346
C -4.94238 -2.46988 1.31131  -0.089
C -4.92767 -3.40891 -0.06813  -0.147
C -6.21003 -4.47585 0.03419  -0.224
O -7.52608 -3.79099 -0.11213  -0.147
C -3.50024 -1.21763 3.12709  -0.135
C -3.59830 0.35191 2.81900  -0.072
C -4.29385 1.14538 1.56727  -0.030
C -4.33794 2.79708 1.37234  -0.071
C -3.65805 3.78929 2.49428  -0.079
C -2.96773 3.04587 3.78885  -0.042
C -2.94527 1.38193 3.97118  -0.114
C -2.24097 0.88163 5.37371  -0.120
B -3.42025 -3.78353 2.87883  -0.441
N -3.41227 -3.83425 4.39272  0.094
O -3.38878 -5.11819 2.18092  0.017
C -0.15986 -2.58068 0.04730  -0.221
C 1.35250 -1.96076 -0.00776  -0.074
C 2.22281 -2.34712 -1.34776  -0.342
C 1.52886 -1.92455 -2.77075  -0.061
O 3.49830 -1.56351 -1.24097  -0.125
O -0.25790 -3.97757 0.49294  -0.207
C 0.06050 -4.94299 -0.56383  -0.166
C 1.01117 -6.10500 0.10367  -0.127
C 2.60174 -6.00536 -0.27198  -0.158
F 3.39680 -7.22676 0.10964  -0.152
H 0.47938 1.16512 0.46598  0.072
H -0.79567 1.79527 1.70307  0.088
H 1.03893 2.15345 1.97512  0.058
H -1.96946 0.54427 0.25854  0.096
H -0.72264 -0.30893 -0.84569  0.110
H -3.94858 -0.87568 -0.75005  0.094
H -2.75013 -2.07554 -1.57742  0.129
H -1.76993 -0.30218 -3.17607  0.138
H -2.43502 1.09605 -2.09352  0.109
H -4.48263 2.04835 -2.61873  0.122
H -5.66520 -3.07445 2.04792  0.134
H -5.47136 -1.44362 1.16211  0.101
H -3.97464 -4.07932 -0.16385  0.118
H -5.10666 -2.73975 -1.03427  0.113
H -6.24235 -4.97209 1.11887  0.124
H -6.10371 -5.38002 -0.72110  0.126
H -7.40279 -2.81020 -0.28550  0.092
H -2.56293 -1.39601 3.84756  0.081
H -4.43914 -1.48491 3.81869  0.157
H -4.76940 0.52994 0.69954  0.059
H -4.85439 3.29204 0.43049  0.077
H -3.62519 4.96563 2.41733  0.087
H -2.47158 3.74536 4.60708  0.092
H -1.08677 1.06812 5.42624  0.020
H -2.71521 1.56594 6.22994  0.093
H -2.48824 -0.22101 5.68022  0.079
H -2.91576 -4.70911 4.67053  0.070
H -4.39700 -3.80840 4.79561  0.105
H -2.61351 -5.65574 2.52141  0.108
H -0.57944 -2.56753 -1.07011  0.143
H 1.91944 -2.36722 0.95883  0.134
H 1.39196 -0.76875 0.05592  0.122
H 2.54955 -3.46726 -1.41955  0.115
H 2.22267 -1.34200 -3.51231  0.097
H 0.52787 -1.31740 -2.53591  0.071
H 1.14840 -2.93502 -3.27947  0.093
H 3.41374 -0.69857 -1.74376  0.098
H 0.45878 -4.48817 -1.56406  0.118
H -0.96586 -5.48470 -0.84323  0.146
H 0.66981 -7.20997 -0.15942  0.130
H 0.94022 -6.00269 1.29039  0.134
H 3.07139 -5.10495 0.35526  0.135
H 2.82436 -5.73769 -1.40262  0.119
N 1.63356 4.95095 3.70438  0.006
C 2.73742 5.72080 3.96394  -0.136
C 2.67165 6.84166 3.16673  -0.109
C 1.48325 6.74732 2.40381  -0.129
C 0.86030 5.57157 2.75801  -0.165
H 1.42213 4.06416 4.14315  0.127
H 3.47404 5.40521 4.69057  0.106
H 3.40021 7.64149 3.13866  0.094
H 1.12056 7.46061 1.67500  0.098
H -0.06390 5.12398 2.41759  0.102
N -7.27899 -1.15053 -4.19684  0.012
C -7.85224 -2.39257 -4.28212  -0.140
C -9.10917 -2.32044 -3.72434  -0.124
C -9.30305 -0.98649 -3.29280  -0.126
C -8.15845 -0.28531 -3.59964  -0.147
H -6.35242 -0.90982 -4.52420  0.086
H -7.31751 -3.21955 -4.72977  0.105
H -9.81111 -3.13975 -3.63869  0.089
H -10.18315 -0.58086 -2.81073  0.086
H -7.89470 0.75218 -3.44337  0.099
N 0.63216 3.54281 -3.78230  -0.002
C 0.74009 3.41347 -5.14251  -0.133
C -0.44175 2.88809 -5.61521  -0.098
C -1.29462 2.69945 -4.50154  -0.113
C -0.60722 3.11472 -3.38307  -0.145
H 1.35373 3.89924 -3.16918  0.116
H 1.64675 3.70408 -5.65605  0.112
H -0.66588 2.66592 -6.65046  0.098
H -2.30204 2.30393 -4.51416  0.084
H -0.89268 3.14093 -2.33991  0.103
N 6.05895 -6.29642 -1.46573  0.011
C 6.11398 -6.36348 -2.83358  -0.142
C 7.43736 -6.30492 -3.20969  -0.116
C 8.20790 -6.20497 -2.02669  -0.124
C 7.33146 -6.20485 -0.96471  -0.138
H 5.21199 -6.31289 -0.91254  0.106
H 5.20911 -6.44531 -3.42071  0.103
H 7.80781 -6.33253 -4.22622  0.091
H 9.28609 -6.14071 -1.95692  0.080
H 7.50386 -6.14628 0.10169  0.105
N -1.96208 9.25828 6.35658  -0.008
C -1.30827 8.08188 6.09740  -0.142
C -0.73959 8.17754 4.84694  -0.106
C -1.05663 9.45899 4.33645  -0.111
C -1.80967 10.10612 5.29044  -0.146
H -2.47580 9.46831 7.20251  0.147
H -1.30501 7.27897 6.82234  0.102
H -0.15810 7.40800 4.35601  0.063
H -0.76629 9.86618 3.37656  0.090
H -2.25004 11.09421 5.30131  0.104
N 2.60323 6.27169 -2.88298  -0.007
C 3.04594 7.55380 -3.07983  -0.136
C 4.02192 7.81544 -2.14431  -0.110
C 4.17743 6.64798 -1.35939  -0.110
C 3.29126 5.70968 -1.83920  -0.149
H 1.88235 5.81188 -3.42384  0.117
H 2.62859 8.16908 -3.86562  0.107
H 4.56422 8.74615 -2.03937  0.093
H 4.86259 6.50669 -0.53351  0.094
H 3.09099 4.69335 -1.52722  0.099
N 11.45895 -3.85960 -1.25079  -0.002
C 11.51398 -3.92666 -2.61864  -0.149
C 12.83736 -3.86810 -2.99475  -0.117
C 13.60790 -3.76814 -1.81175  -0.120
C 12.73146 -3.76803 -0.74977  -0.146
H 10.61199 -3.87607 -0.69760  0.144
H 10.60911 -4.00848 -3.20577  0.103
H 13.20781 -3.89571 -4.01128  0.090
H 14.68609 -3.70388 -1.74198  0.090
H 12.90386 -3.70945 0.31663  0.104

Computed properties:
LUMO level   -0.952 eV
Kohn-Sham gap   6.79 eV


Record 4
Density functional theory data (the ωB97M-V functional and the def2-TZVPD basis) for a cluster of 2 separate species, C4H11NO2 in total.

Each line ends with the Löwdin charge.
Positions of all 18 atoms, in Å:
C 1.34662 0.43608 0.65052  -0.131
N 0.44228 1.57792 0.46161  -0.084
C -0.65063 1.24732 -0.50071  -0.365
C -0.20934 0.91959 -1.91650  -0.061
C -1.45220 0.17907 0.22253  -0.223
O -1.59147 -0.92100 -0.25633  0.056
H 1.38761 0.24693 1.73020  0.079
H 1.00703 -0.54611 0.32932  0.047
H 2.36981 0.54686 0.29283  0.083
H 0.93345 2.43019 0.22880  0.104
H -1.16377 2.21215 -0.56876  0.139
H 0.79898 1.29497 -2.10089  0.080
H -0.24911 -0.11876 -2.25122  0.074
H -0.84140 1.37178 -2.68368  0.075
H -1.84810 0.47887 1.21004  0.131
O 1.28680 -2.93606 1.28482  -0.051
H 1.56965 -3.04158 0.37425  0.040
H 0.60902 -2.28450 1.43597  0.007

Computed properties:
LUMO level   0.785 eV
Kohn-Sham gap   10.09 eV
Relative energy (zero: lowest compared OMol25 entry of this formula, charge and spin)   47.4 kcal per mole


Electronic energy, respectively: -456.22943; -2219.99521; -3826.63753; -364.19268 hartree.